67
Properties=species:S:1:pos:R:3:lowdin_charge:R:1 method="wB97M-V/def2-TZVPD" lumo_ev="4.44 / 4.32" total_charge=-2 molar_mass_g_mol=588.62 total_energy_ha=-3820.44956 gap_ev="2.57 / 5.20" multiplicity=6
Fe 0.000 0.000 0.000 0.268
C 3.579 -0.288 2.138 -0.055
C 2.487 -0.419 1.098 -0.244
N 1.238 -0.225 1.371 -0.176
N 0.904 0.269 2.619 -0.053
C -0.085 1.120 2.606 -1.044
S -0.922 1.648 1.171 0.800
S -0.557 1.761 4.191 0.801
C 0.476 3.244 4.164 -0.475
C 1.920 3.007 4.546 -0.286
C 2.926 3.113 3.576 -0.049
C 4.263 2.892 3.910 -0.106
C 4.610 2.549 5.216 -0.120
C 3.618 2.431 6.189 -0.105
C 2.281 2.663 5.858 -0.059
C 2.890 -0.836 -0.305 -0.081
C 4.062 -1.618 -0.438 -0.078
C 4.528 -2.016 -1.688 -0.163
C 3.823 -1.642 -2.818 -0.140
C 2.654 -0.882 -2.686 -0.015
C 2.127 -0.445 -1.448 -0.337
O 1.052 0.251 -1.422 -0.169
H 3.272 0.334 2.977 0.042
H 4.476 0.159 1.702 0.071
H 3.817 -1.280 2.533 0.070
H 0.053 3.951 4.887 0.066
H 0.408 3.746 3.192 0.072
H 2.657 3.312 2.538 0.120
H 5.020 2.943 3.133 0.097
H 5.646 2.343 5.464 0.086
H 3.879 2.133 7.199 0.088
H 1.510 2.541 6.614 0.103
H 4.613 -1.933 0.440 0.085
H 5.428 -2.613 -1.772 0.071
H 4.157 -1.934 -3.806 0.077
H 2.108 -0.603 -3.588 0.107
S -2.022 1.674 -3.501 0.944
C -1.518 3.062 -2.629 -0.472
C -0.849 2.727 -1.471 -0.251
C -0.757 1.319 -1.311 -0.364
C -1.350 0.631 -2.338 -0.534
C -1.375 -0.809 -2.380 -0.316
C -1.944 -1.603 -3.366 -0.071
C -1.860 -2.986 -3.221 -0.175
C -1.218 -3.518 -2.108 -0.133
C -0.681 -2.641 -1.179 -0.135
N -0.745 -1.297 -1.289 -0.069
H -1.737 4.051 -3.007 0.029
H -0.447 3.451 -0.774 0.065
H -2.442 -1.175 -4.227 0.084
H -2.293 -3.642 -3.971 0.062
H -1.136 -4.590 -1.968 0.073
H -0.169 -3.008 -0.293 0.082
C -1.187 -3.691 2.100 -0.102
C -0.984 -2.245 2.545 -0.456
C -2.165 -1.766 3.384 -0.082
C -0.785 -1.359 1.359 -0.154
H -1.298 -4.352 2.966 0.060
H -0.329 -4.048 1.518 0.066
H -2.082 -3.799 1.477 0.079
H -0.079 -2.194 3.161 0.123
H -3.103 -1.801 2.818 0.080
H -2.014 -0.734 3.721 0.046
H -2.286 -2.392 4.275 0.064
H -1.623 -1.030 0.707 0.033
H 0.150 -1.381 0.761 0.033
H -1.686 0.000 0.000 0.122

***

72
Properties=species:S:1:pos:R:3:lowdin_charge:R:1 method="wB97M-V/def2-TZVPD" lumo_ev=-0.77 total_charge=0 molar_mass_g_mol=713.22 total_energy_ha=-2999.82658 gap_ev=7.89 multiplicity=1
Pd -0.366 1.104 -2.210 0.689
C 2.227 0.212 5.000 -0.045
C 2.688 -0.290 3.625 -0.558
C 1.719 -1.378 3.159 -0.061
C 4.086 -0.912 3.751 -0.042
C 2.746 0.884 2.650 -0.162
C 3.590 1.978 2.930 -0.030
C 3.687 3.071 2.096 -0.068
C 2.919 3.084 0.934 -0.464
S 2.777 4.290 -0.301 1.122
C 1.627 3.271 -1.134 -0.510
N 1.379 2.140 -0.556 0.069
C 2.086 2.009 0.627 -0.297
C 1.997 0.915 1.490 0.038
C 0.968 3.691 -2.378 -0.234
C 1.226 4.943 -2.936 -0.059
C 0.585 5.350 -4.092 -0.081
C -0.324 4.500 -4.705 -0.080
C -0.586 3.248 -4.163 -0.115
C 0.047 2.837 -2.998 -0.240
H 2.183 -0.619 5.706 0.087
H 1.233 0.660 4.936 0.089
H 2.907 0.961 5.406 0.077
H 1.706 -2.191 3.887 0.091
H 2.014 -1.804 2.198 0.087
H 0.697 -1.000 3.072 0.078
H 4.059 -1.754 4.445 0.088
H 4.815 -0.193 4.124 0.078
H 4.435 -1.278 2.784 0.093
H 4.185 1.969 3.835 0.110
H 4.340 3.897 2.345 0.111
H 1.334 0.107 1.221 0.078
H 1.934 5.610 -2.458 0.087
H 0.795 6.324 -4.513 0.105
H -0.827 4.805 -5.614 0.105
H -1.280 2.584 -4.663 0.091
C -2.202 -2.877 -3.524 -0.028
N -1.204 -1.905 -3.975 -0.001
C -0.362 -1.240 -3.215 -0.788
S 0.726 -0.083 -3.893 0.707
N -0.453 -1.316 -1.847 -0.067
C 0.775 -1.525 -1.043 -0.077
H -2.527 -3.450 -4.387 0.099
H -3.067 -2.373 -3.090 0.089
H -1.774 -3.561 -2.796 0.044
H -1.174 -1.656 -4.951 0.128
H -1.182 -1.945 -1.491 0.077
H 1.519 -0.774 -1.291 0.051
H 1.148 -2.534 -1.205 0.086
H 0.480 -1.434 0.000 0.069
O -2.718 -5.350 -1.520 -0.339
S -1.707 -5.024 -0.528 0.428
O -0.654 -4.156 -1.061 -0.381
O -1.245 -6.095 0.309 -0.314
C -2.620 -3.892 0.560 -0.334
N -3.269 -4.382 1.612 0.136
C -3.930 -3.506 2.356 -0.100
C -3.945 -2.141 2.089 0.013
C -3.249 -1.745 0.966 -0.238
N -2.599 -2.616 0.191 0.165
C -3.038 -0.353 0.485 -0.156
C -3.565 0.044 -0.738 -0.007
C -3.015 1.143 -1.367 -0.139
N -1.977 1.825 -0.854 -0.020
C -1.590 1.533 0.393 -0.125
C -2.108 0.467 1.107 0.008
H -4.463 -3.907 3.212 0.114
H -4.476 -1.440 2.716 0.114
H -4.322 -0.551 -1.233 0.124
H -3.350 1.458 -2.347 0.112
H -0.774 2.124 0.787 0.104
H -1.698 0.212 2.076 0.120

***

77
Properties=species:S:1:pos:R:3:lowdin_charge:R:1 method="wB97M-V/def2-TZVPD" lumo_ev="-9.82 / -11.41" total_charge=+3 molar_mass_g_mol=949.37 total_energy_ha=-9469.44045 gap_ev="6.54 / 4.94" multiplicity=2
Zr 0.380 1.712 -0.374 1.369
F 0.182 1.974 -2.949 0.014
C -0.085 3.254 -3.440 -0.614
F -1.368 3.401 -3.573 0.219
F 0.539 3.371 -4.570 0.236
S 0.747 4.455 -2.205 0.720
O 1.498 3.446 -1.410 -0.481
O 1.459 5.406 -2.951 -0.146
N -0.314 5.158 -1.214 -0.231
S -0.941 4.147 -0.225 0.756
O -1.373 2.907 -0.953 -0.500
O -0.071 3.529 0.837 -0.422
C -2.476 5.017 0.469 -0.672
F -3.155 5.408 -0.571 0.236
F -2.092 6.007 1.222 0.240
F -3.100 4.076 1.152 0.198
C 4.537 2.319 -0.259 -0.217
As 2.972 1.975 0.835 1.113
C 2.927 3.465 2.071 -0.243
C 3.331 0.412 1.905 -0.421
C 4.172 0.441 3.010 -0.070
C 4.348 -0.706 3.774 -0.027
C 3.685 -1.876 3.434 -0.031
C 2.855 -1.916 2.319 -0.084
C 2.678 -0.773 1.550 -0.427
As 1.646 -0.802 -0.096 1.061
C 2.994 -0.843 -1.516 -0.242
C 0.948 -2.611 -0.157 -0.235
H 5.398 2.363 0.409 0.058
H 4.423 3.273 -0.770 0.048
H 4.685 1.523 -0.983 0.026
H 3.914 3.590 2.515 0.051
H 2.195 3.275 2.853 0.046
H 2.665 4.371 1.528 0.042
H 4.694 1.347 3.292 0.115
H 5.003 -0.684 4.634 0.129
H 3.823 -2.767 4.031 0.126
H 2.371 -2.849 2.061 0.100
H 3.959 -1.083 -1.070 0.057
H 3.063 0.104 -2.050 0.023
H 2.725 -1.624 -2.227 0.044
H 1.803 -3.287 -0.213 0.063
H 0.326 -2.741 -1.040 0.025
H 0.372 -2.827 0.739 0.029
C -3.478 0.804 -0.510 -0.214
Ge -1.746 -0.107 -0.737 0.874
C -1.761 -1.140 -2.390 -0.358
C -0.578 -1.490 -3.042 -0.164
C -0.593 -2.175 -4.248 -0.055
C -1.808 -2.514 -4.830 -0.040
C -2.996 -2.150 -4.210 -0.045
C -2.972 -1.464 -3.004 -0.121
C -1.733 -1.154 0.975 -0.239
C -1.112 -0.503 2.047 -0.130
C -1.110 -0.999 3.339 0.002
C -1.768 -2.201 3.616 0.065
C -2.420 -2.890 2.590 -0.147
C -3.113 -4.096 2.852 0.086
C -3.769 -4.790 1.837 0.017
C -3.743 -4.294 0.546 0.025
C -3.066 -3.104 0.260 0.073
C -2.400 -2.371 1.263 -0.172
H -4.276 0.064 -0.586 0.034
H -3.636 1.557 -1.280 0.032
H -3.555 1.274 0.471 0.025
H 0.387 -1.207 -2.622 0.045
H 0.334 -2.438 -4.739 0.117
H -1.828 -3.047 -5.771 0.123
H -3.944 -2.390 -4.673 0.122
H -3.917 -1.175 -2.556 0.102
H -0.616 0.467 1.898 0.070
H -0.619 -0.462 4.140 0.131
H -1.780 -2.588 4.627 0.142
H -3.136 -4.480 3.865 0.144
H -4.293 -5.707 2.068 0.137
H -4.245 -4.820 -0.255 0.136
H -3.052 -2.745 -0.762 0.101

***

69
Properties=species:S:1:pos:R:3:lowdin_charge:R:1 method="wB97M-V/def2-TZVPD" lumo_ev=-6.84 total_charge=+2 molar_mass_g_mol=778.22 total_energy_ha=-9157.44516 gap_ev=5.83 multiplicity=1
Y 0.309 -0.927 -0.440 1.458
C -1.098 0.579 -2.974 -0.053
N -1.487 -0.497 -2.031 -0.300
C -1.777 -1.724 -2.819 -0.082
C -2.668 -0.142 -1.213 -0.223
C -3.891 0.069 -1.834 -0.017
C -5.039 0.255 -1.082 -0.050
C -4.957 0.193 0.302 -0.047
C -3.738 -0.003 0.929 -0.056
C -2.560 -0.131 0.190 -0.309
N -1.283 -0.326 0.763 -0.138
C -0.865 0.279 1.975 -0.233
C -1.529 1.340 2.592 -0.031
C -1.010 1.948 3.721 -0.047
C 0.192 1.520 4.266 -0.052
C 0.877 0.482 3.654 -0.018
C 0.366 -0.133 2.520 -0.219
N 1.101 -1.223 1.859 -0.306
C 0.700 -2.514 2.468 -0.070
C 2.568 -1.061 1.937 -0.071
H -1.859 0.708 -3.747 0.103
H -0.157 0.317 -3.465 0.092
H -0.980 1.523 -2.443 0.078
H -2.546 -1.523 -3.568 0.101
H -2.144 -2.501 -2.155 0.049
H -0.874 -2.067 -3.330 0.089
H -3.956 0.071 -2.913 0.118
H -5.986 0.425 -1.569 0.116
H -5.849 0.295 0.901 0.119
H -3.694 -0.058 2.005 0.118
H -2.446 1.720 2.168 0.109
H -1.547 2.769 4.172 0.119
H 0.596 1.986 5.150 0.115
H 1.815 0.148 4.070 0.115
H 0.931 -2.507 3.537 0.112
H 1.240 -3.333 1.988 0.071
H -0.375 -2.652 2.335 0.060
H 2.946 -1.289 2.937 0.099
H 2.838 -0.034 1.686 0.094
H 3.052 -1.751 1.241 0.088
Br -0.232 6.425 1.838 0.828
C 0.299 4.818 1.033 -0.683
C -0.658 3.965 0.501 -0.096
C -0.264 2.766 -0.069 -0.032
C 1.084 2.450 -0.138 -0.259
C 2.043 3.291 0.415 -0.015
C 1.648 4.481 1.003 -0.091
N 1.464 1.205 -0.746 0.026
C 2.560 1.151 -1.404 -0.047
C 3.093 -0.107 -1.982 -0.247
C 4.271 -0.061 -2.703 0.026
C 4.773 -1.244 -3.238 0.007
C 4.072 -2.416 -3.028 -0.002
C 2.895 -2.371 -2.290 -0.110
N 2.402 -1.249 -1.766 -0.001
H -1.704 4.226 0.545 0.116
H -1.015 2.082 -0.443 0.091
H 3.089 3.020 0.430 0.118
H 2.383 5.135 1.447 0.114
H 3.154 2.050 -1.572 0.145
H 4.784 0.878 -2.845 0.132
H 5.692 -1.241 -3.804 0.132
H 4.419 -3.359 -3.421 0.127
H 2.335 -3.284 -2.120 0.069
Br -0.001 -4.053 -0.707 0.670
C -1.634 -4.745 0.157 -0.936
Br -2.813 -3.368 0.698 0.779
H -1.271 -5.290 1.022 0.018
H -2.083 -5.384 -0.598 0.022